No. 1
The following is a DFT calculation (the ωB97M-V functional and the def2-TZVPD basis) of C6H12 in the gas phase in a non-equilibrium geometry.

Atoms and positions in Å:
C 0.84 -1.37 2.54
C 0.22 -0.96 1.10
C 0.40 0.48 0.71
C -0.44 0.68 -0.48
C 0.01 0.90 -1.73
C -0.98 1.04 -2.83
H 0.88 -2.55 2.47
H 0.22 -0.98 3.51
H 1.88 -0.91 2.63
H 0.77 -1.73 0.42
H -0.81 -1.25 1.02
H 0.05 1.19 1.51
H 1.39 0.55 0.47
H -1.56 0.64 -0.28
H 1.07 1.04 -1.80
H -0.67 0.55 -3.76
H -1.94 0.41 -2.40
H -1.33 2.26 -3.08

SMILES: C/C=C/CCC
relative energy (zero: lowest compared OMol25 entry of this formula, charge and spin): 254.2 kJ/mol
charge: 0
frontier orbital gap: 10.2417 eV
DFT total energy: -6414.3057 eV



No. 2
The following is a DFT calculation (the ωB97M-V functional and the def2-TZVPD basis) of 10 unconnected molecules or ions with the total composition C48H128B2F8N8O16 in a non-equilibrium geometry.

Atoms and positions in Å:
C -8.47 -0.25 0.28
O -7.99 -0.63 -1.02
C -8.33 -1.89 -1.44
C -7.95 -2.03 -2.90
N -6.44 -1.71 -3.08
H -6.20 -1.00 -2.40
H -5.89 -2.53 -2.88
C -6.04 -1.13 -4.50
C -4.68 -0.49 -4.32
O -4.76 0.44 -3.27
C -3.52 1.23 -3.04
H -8.21 0.80 0.42
H -7.84 -0.84 0.94
H -9.47 -0.51 0.65
H -9.42 -2.01 -1.45
H -8.08 -2.75 -0.83
H -8.52 -1.39 -3.57
H -8.11 -3.00 -3.37
H -6.81 -0.40 -4.75
H -5.94 -1.84 -5.32
H -4.38 -0.06 -5.28
H -3.91 -1.20 -4.03
H -3.19 1.60 -4.01
H -2.71 0.57 -2.73
H -3.77 1.92 -2.23
C 1.79 4.76 1.33
O 2.20 3.81 2.24
C 3.63 3.61 2.29
C 3.74 2.32 3.18
N 3.35 0.96 2.57
H 2.38 1.02 2.29
H 3.72 0.85 1.64
C 3.55 -0.26 3.58
C 2.58 -0.24 4.85
O 1.29 -0.02 4.24
C 0.19 0.00 5.20
H 0.74 4.63 1.09
H 2.33 4.65 0.39
H 1.98 5.76 1.72
H 4.17 4.51 2.61
H 3.99 3.31 1.31
H 3.18 2.30 4.11
H 4.73 2.15 3.62
H 4.57 -0.08 3.92
H 3.40 -1.21 3.07
H 2.91 0.49 5.59
H 2.64 -1.28 5.19
H 0.33 0.65 6.07
H 0.07 -1.05 5.46
H -0.73 0.33 4.72
C -1.32 3.16 3.74
O -0.85 3.75 4.92
C -1.84 4.44 5.71
C -1.36 4.76 7.17
N -1.31 3.47 8.02
H -2.22 3.02 8.06
H -0.65 2.80 7.64
C -0.90 3.69 9.43
C 0.50 3.04 9.71
O 0.52 1.77 9.00
C 1.69 1.02 9.33
H -1.40 3.98 3.03
H -2.29 2.67 3.76
H -0.69 2.37 3.36
H -2.72 3.82 5.85
H -2.31 5.33 5.27
H -1.96 5.49 7.72
H -0.33 5.11 7.14
H -1.72 3.33 10.06
H -0.78 4.73 9.75
H 0.70 2.88 10.77
H 1.28 3.66 9.26
H 1.72 0.69 10.37
H 2.53 1.70 9.21
H 1.76 0.11 8.72
C 10.44 -1.74 -2.38
O 9.52 -0.68 -2.21
C 8.43 -0.84 -3.06
C 7.48 -2.07 -2.76
N 7.04 -2.09 -1.26
H 7.86 -1.94 -0.70
H 6.40 -1.33 -1.06
C 6.44 -3.43 -0.80
C 5.77 -3.22 0.57
O 5.04 -4.34 0.86
C 3.95 -4.15 1.83
H 11.28 -1.66 -1.69
H 11.00 -1.78 -3.31
H 9.98 -2.73 -2.33
H 8.87 -0.79 -4.06
H 7.78 0.01 -2.85
H 8.02 -2.99 -2.99
H 6.63 -2.22 -3.42
H 7.33 -4.06 -0.86
H 5.67 -3.75 -1.49
H 5.14 -2.33 0.51
H 6.52 -2.98 1.31
H 3.43 -5.10 1.86
H 3.26 -3.33 1.63
H 4.15 -4.10 2.90
C 4.18 4.82 -2.89
O 3.78 3.52 -2.53
C 2.49 3.12 -2.95
C 2.13 1.80 -2.22
N 3.27 0.77 -2.29
H 4.13 1.18 -1.96
H 2.98 0.06 -1.62
C 3.42 0.16 -3.70
C 2.65 -1.20 -3.77
O 3.14 -2.01 -2.74
C 2.69 -3.32 -2.62
H 5.16 5.06 -2.47
H 3.50 5.47 -2.35
H 4.06 5.07 -3.94
H 2.30 3.08 -4.02
H 1.77 3.80 -2.49
H 1.21 1.33 -2.58
H 2.08 2.06 -1.16
H 4.47 -0.12 -3.77
H 3.23 0.91 -4.47
H 2.94 -1.76 -4.66
H 1.58 -1.03 -3.69
H 2.91 -4.05 -3.41
H 1.65 -3.45 -2.31
H 3.21 -3.67 -1.73
C -4.65 0.37 1.97
O -3.63 -0.54 1.99
C -3.02 -0.64 0.70
C -2.02 -1.82 0.78
N -2.76 -3.06 1.32
H -3.46 -3.23 0.61
H -3.32 -2.83 2.13
C -2.16 -4.48 1.51
C -0.80 -4.43 2.01
O -0.68 -3.70 3.24
C 0.62 -3.56 3.64
H -5.30 0.22 2.83
H -5.30 0.19 1.12
H -4.24 1.37 1.87
H -2.47 0.27 0.44
H -3.68 -0.79 -0.15
H -1.32 -1.61 1.59
H -1.44 -1.95 -0.13
H -2.17 -5.01 0.56
H -2.80 -5.02 2.19
H -0.17 -4.28 1.13
H -0.51 -5.45 2.29
H 1.11 -4.53 3.75
H 0.68 -2.91 4.51
H 1.26 -3.01 2.95
C -1.44 2.70 -0.14
O -1.05 3.87 -0.75
C -1.10 3.80 -2.17
C -0.91 5.14 -2.76
N -1.51 6.28 -1.87
H -0.94 6.43 -1.05
H -1.48 7.09 -2.47
C -2.98 6.12 -1.46
C -3.62 7.43 -0.96
O -3.69 8.33 -2.05
C -3.75 9.64 -1.55
H -2.49 2.47 -0.28
H -1.13 2.68 0.91
H -0.97 1.89 -0.70
H -1.97 3.28 -2.60
H -0.39 3.06 -2.54
H -1.38 5.19 -3.74
H 0.16 5.35 -2.83
H -2.85 5.34 -0.71
H -3.58 5.66 -2.25
H -3.17 7.98 -0.14
H -4.65 7.24 -0.66
H -2.93 10.01 -0.94
H -4.65 9.80 -0.95
H -4.03 10.23 -2.42
C -1.21 -2.69 -3.27
O -1.24 -4.12 -3.61
C -1.26 -4.42 -4.98
C -1.95 -5.83 -5.14
N -3.28 -5.78 -4.29
H -3.12 -5.12 -3.55
H -3.99 -5.36 -4.87
C -3.84 -7.05 -3.64
C -4.30 -8.11 -4.66
O -3.29 -8.18 -5.63
C -3.64 -9.05 -6.72
H -2.14 -2.19 -3.56
H -0.33 -2.27 -3.77
H -1.02 -2.39 -2.24
H -0.23 -4.43 -5.32
H -1.73 -3.66 -5.60
H -1.41 -6.68 -4.73
H -2.16 -6.08 -6.18
H -4.64 -6.62 -3.02
H -2.95 -7.39 -3.11
H -5.17 -7.77 -5.21
H -4.67 -9.01 -4.16
H -4.60 -8.94 -7.22
H -3.64 -10.11 -6.46
H -2.88 -9.08 -7.50
B 1.49 -0.34 0.28
F 2.75 -0.77 -0.19
F 0.69 -0.51 -0.86
F 1.02 -1.18 1.26
F 1.38 0.99 0.67
B 5.92 1.24 0.52
F 6.30 1.97 1.58
F 5.06 1.87 -0.35
F 7.01 0.71 -0.22
F 5.30 0.15 0.95

relative energy (zero: lowest compared OMol25 entry of this formula, charge and spin): 415.9 kJ/mol
charge: +6
frontier orbital gap: 6.3733 eV
DFT total energy: -119566.4951 eV



No. 3
The following is a DFT calculation (the ωB97M-V functional and the def2-TZVPD basis) of a molecular structure, C14H14FI2N3O2S in a non-equilibrium geometry.

Atoms and positions in Å:
C -0.79 -0.97 3.63
C -1.60 0.39 3.16
I -2.44 1.81 4.63
C -1.80 0.65 1.68
I -2.95 2.43 1.12
C -1.16 -0.46 0.66
C -2.09 -1.54 -0.22
F -3.57 -1.48 -0.08
C -1.42 -2.70 -1.21
N -2.35 -3.66 -1.94
C 0.20 -2.85 -1.40
N 1.06 -3.80 -2.21
S 2.76 -3.40 -1.91
N 2.64 -2.06 -0.79
C 1.14 -1.80 -0.56
C 0.48 -0.63 0.44
C 1.61 0.34 1.20
C 2.54 1.17 0.09
C 1.87 2.63 -0.33
C 1.07 2.38 -1.78
O 0.19 3.53 -2.11
C -1.19 3.04 -2.28
O -2.07 3.50 -3.19
H 0.37 -0.78 3.56
H -1.15 -1.93 3.05
H -1.08 -1.15 4.76
H -2.93 -3.16 -2.66
H -1.74 -4.32 -2.51
H 2.28 -0.42 1.82
H 1.03 1.10 1.88
H 3.64 1.31 0.54
H 2.68 0.58 -0.92
H 1.18 3.07 0.50
H 2.75 3.37 -0.60
H 1.87 2.33 -2.66
H 0.50 1.34 -1.78
H -1.54 2.15 -1.60

charge: 0
frontier orbital gap: 6.3425 eV
DFT total energy: -53048.7786 eV



No. 4
The following is a DFT calculation (the ωB97M-V functional and the def2-TZVPD basis) of 2 unconnected molecules or ions with the total composition C8H7BrN2OS in a non-equilibrium geometry.

Atoms and positions in Å:
C -3.29 -0.80 0.85
C -3.34 0.07 -0.19
C -2.08 -1.19 1.35
C -2.26 0.36 -0.95
C -0.92 -0.92 0.64
C -1.01 -0.08 -0.48
C 0.16 0.33 -1.25
C 3.16 0.10 0.62
N 1.31 0.52 -1.47
N 2.47 0.74 -1.81
O 2.05 -0.11 0.98
S 4.04 1.58 1.10
Br 4.25 -1.20 -0.27
H -4.11 -0.85 1.43
H -4.36 0.48 -0.51
H -1.95 -1.72 2.32
H -2.22 0.99 -1.81
H 0.03 -1.00 1.09
H 2.75 1.58 -2.28
H 5.33 1.11 0.66

relative energy (zero: lowest compared OMol25 entry of this formula, charge and spin): 87.9 kJ/mol
charge: 0
frontier orbital gap (alpha / beta): 8.4821 / 8.4815 eV
DFT total energy: -94311.0414 eV



No. 5
The following is a DFT calculation (the ωB97M-V functional and the def2-TZVPD basis) of 19 unconnected molecules or ions with the total composition C35H61Cl36F16O5PS2 in a non-equilibrium geometry.

Atoms and positions in Å:
C -0.81 0.04 -3.66
C 0.19 1.24 -3.31
O 1.19 1.36 -4.02
O -0.18 2.09 -2.25
C 0.86 2.10 -1.20
C 0.90 0.60 -0.61
P 1.37 0.56 1.28
C -0.40 0.02 1.64
C -1.51 1.13 1.29
C -2.24 1.73 2.60
C -3.14 0.66 3.37
O -3.02 0.92 4.80
C 2.74 -0.68 0.90
C 2.21 -2.11 0.39
C 1.50 -2.98 1.53
C 1.53 -4.57 1.19
C 0.25 -5.05 0.33
F 0.73 -6.15 -0.43
F -0.09 -3.97 -0.50
C -0.87 -5.46 1.39
F -0.94 -4.61 2.51
F -0.48 -6.73 1.89
S -2.61 -5.64 0.72
F -2.11 -5.96 -0.82
F -2.79 -4.02 0.46
F -3.24 -5.39 2.27
F -2.60 -7.27 1.07
F -4.17 -5.85 0.20
S 1.90 0.76 3.38
O 0.96 1.74 4.06
O 1.67 -0.59 4.04
C 3.66 1.24 3.78
F 3.61 1.80 5.09
F 4.54 0.13 3.91
C 4.35 2.34 2.87
F 3.78 3.58 3.23
F 4.24 2.14 1.49
C 5.94 2.52 3.14
F 6.43 3.73 2.59
F 6.26 2.55 4.48
F 6.61 1.49 2.46
H -1.88 0.35 -3.40
H -0.79 -0.20 -4.77
H -0.59 -0.90 -3.06
H 0.51 2.88 -0.45
H 1.82 2.38 -1.74
H 1.68 0.06 -1.25
H -0.08 0.05 -0.82
H 1.66 1.98 1.12
H -0.64 -0.93 1.06
H -0.58 -0.26 2.74
H -1.12 2.03 0.72
H -2.28 0.61 0.61
H -1.46 2.26 3.27
H -2.95 2.54 2.21
H -4.24 0.90 3.13
H -2.88 -0.44 3.15
H -2.12 1.22 5.01
H 3.39 -0.21 0.08
H 3.44 -0.89 1.77
H 3.15 -2.69 0.09
H 1.58 -2.05 -0.55
H 0.46 -2.60 1.81
H 2.14 -2.84 2.49
H 2.48 -4.76 0.56
H 1.66 -5.24 2.13
C 4.31 -6.08 -2.17
Cl 3.34 -7.54 -1.94
Cl 4.14 -4.98 -0.79
H 5.36 -6.36 -2.27
H 3.98 -5.57 -3.07
C -5.16 3.92 5.62
Cl -4.39 3.79 4.04
Cl -6.92 3.95 5.47
H -4.87 3.07 6.22
H -4.83 4.84 6.10
C -0.15 3.67 -6.17
Cl -1.14 2.22 -6.01
Cl -0.39 4.76 -4.79
H 0.90 3.39 -6.21
H -0.43 4.19 -7.08
C -5.95 -2.46 1.51
Cl -4.68 -1.80 2.54
Cl -5.41 -2.52 -0.18
H -6.19 -3.47 1.84
H -6.83 -1.83 1.58
C 3.74 -0.71 7.22
Cl 4.77 -1.99 7.87
Cl 2.05 -0.95 7.69
H 4.08 0.25 7.61
H 3.81 -0.72 6.14
C 2.60 6.66 2.48
Cl 1.50 6.43 1.12
Cl 1.90 7.74 3.69
H 2.80 5.70 2.95
H 3.53 7.09 2.12
C 6.27 -1.35 -1.19
Cl 5.91 -2.36 0.22
Cl 4.78 -0.76 -1.95
H 6.86 -0.49 -0.86
H 6.83 -1.93 -1.91
C 8.29 -5.30 -3.84
Cl 7.31 -6.76 -3.62
Cl 8.13 -4.21 -2.46
H 9.34 -5.59 -3.93
H 7.96 -4.79 -4.74
C -9.01 -1.60 -1.49
Cl -8.61 -0.82 0.05
Cl -7.56 -2.22 -2.29
H -9.69 -2.43 -1.30
H -9.49 -0.87 -2.14
C -4.40 1.39 -7.27
Cl -4.84 0.37 -5.89
Cl -5.84 1.99 -8.11
H -3.81 2.23 -6.92
H -3.81 0.80 -7.97
C -1.12 5.70 4.12
Cl -1.66 5.18 5.72
Cl -1.10 4.36 2.97
H -1.79 6.47 3.75
H -0.11 6.11 4.20
C -11.75 -2.49 -4.30
Cl -10.81 -1.03 -3.95
Cl -10.69 -3.84 -4.73
H -12.32 -2.76 -3.42
H -12.42 -2.28 -5.13
C 0.69 -4.62 5.23
Cl 1.16 -5.04 6.88
Cl 2.11 -4.41 4.19
H 0.07 -5.41 4.82
H 0.13 -3.69 5.25
C -4.97 -1.94 -9.21
Cl -4.61 -2.39 -7.54
Cl -3.48 -1.73 -10.15
H -5.56 -2.73 -9.66
H -5.52 -1.01 -9.21
C 8.27 3.89 -0.45
Cl 9.07 2.60 -1.35
Cl 8.02 5.32 -1.46
H 7.30 3.53 -0.10
H 8.89 4.17 0.41
C 0.65 8.69 -6.07
Cl -0.01 8.16 -4.52
Cl 0.73 7.36 -7.23
H 0.01 9.47 -6.48
H 1.65 9.08 -5.92
C 5.79 8.01 4.71
Cl 5.25 7.49 6.31
Cl 5.80 6.66 3.57
H 5.11 8.78 4.35
H 6.80 8.42 4.79
C -5.55 -5.41 -3.78
Cl -7.28 -5.78 -3.66
Cl -5.23 -4.22 -5.05
H -5.21 -5.01 -2.83
H -5.02 -6.33 -4.01

charge: 0
frontier orbital gap: 8.6038 eV
DFT total energy: -572758.9931 eV